# C5H10O

An isolated molecule of C5H10O at a distorted geometry (ωB97M-V with the def2-TZVPD basis set, the Open Molecules 2025 dataset).

The maximum force comes out at 1.89 eV Å⁻¹. The value obtained for the electronic energy is -271.6119 a.u.

The geometry in ORCA input format:
```
! RIJCOSX wB97M-V def2-TZVPD def2/J DEFGRID3
* xyz 0 1
C 1.9306 0.3467 0.4558
C 0.7752 0.1280 -0.5333
C -0.5714 -0.1167 0.1082
C -0.8699 -1.6413 0.1127
C -1.5528 1.2920 0.1043
O -1.7459 0.9607 -1.1608
H 2.2494 -0.5670 0.9725
H 1.6507 1.0857 1.2107
H 2.7993 0.7290 -0.0932
H 1.0601 -0.6781 -1.2326
H 0.6069 1.0216 -1.1201
H -0.0955 -2.2681 -0.3859
H -1.1164 -2.1653 1.0504
H -1.7439 -1.6797 -0.5212
H -0.9100 2.1788 0.2943
H -2.4664 1.3737 0.7382
*
```

Atomic partial charges in e from the Mulliken method, atoms 1 to 6: -1.10, -0.66, 0.54, -1.08, -0.33, -0.55

***

# C5H10O

An isolated molecule of C5H10O (ωB97M-V with the def2-TZVPD basis set, the Open Molecules 2025 dataset).

As for the SMILES: CC(C)[C@H]1CO1. The maximum force comes out at 0.31 eV Å⁻¹. The value obtained for the electronic energy is -271.7044 a.u.

The geometry in ORCA input format:
```
! RIJCOSX wB97M-V def2-TZVPD def2/J DEFGRID3
* xyz 0 1
C -0.5391 1.3758 -0.5781
C -0.4989 0.0236 0.1414
C -1.4891 -0.9865 -0.4657
C 0.9166 -0.5086 0.1033
C 1.9545 -0.0250 1.0102
O 1.3666 -1.3086 1.1854
H 0.0120 2.1369 -0.0149
H -1.5686 1.7275 -0.7024
H -0.0898 1.3076 -1.5765
H -0.7526 0.1822 1.1976
H -2.2856 -0.4718 -1.0120
H -1.9613 -1.6059 0.3020
H -0.9947 -1.6629 -1.1728
H 1.2346 -0.8757 -0.8781
H 2.9964 -0.0228 0.6901
H 1.6990 0.7143 1.7707
*
```

Atomic partial charges in e from the Mulliken method, atoms 1 to 6: -1.43, 0.64, -1.31, -0.13, -0.44, -0.47

***

# C5H10O

A cluster of 2 separate species, C5H10O in total at a distorted geometry (ωB97M-V with the def2-TZVPD basis set, the Open Molecules 2025 dataset).

As for the SMILES: C=CC.CC=O. The maximum force comes out at 6.13 eV Å⁻¹. The value obtained for the electronic energy is -271.6362 a.u.

The geometry in ORCA input format:
```
! RIJCOSX wB97M-V def2-TZVPD def2/J DEFGRID3
* xyz 0 1
C -0.4726 3.1179 1.2587
C -1.1127 1.9209 1.2968
C -1.9803 1.3526 2.3340
H -0.1825 3.4896 0.2072
H -0.7051 3.8405 1.9025
H -1.0614 1.2406 0.5761
H -2.0540 0.2556 2.2969
H -1.6114 1.4404 3.4686
H -2.8884 2.0652 2.4043
C 1.2010 -2.9882 -2.3471
C 2.3358 -2.1635 -2.1289
O 2.5259 -1.5671 -1.0514
H 0.2996 -2.4479 -2.2696
H 1.3100 -3.8929 -1.7747
H 1.2061 -3.4706 -3.3061
H 3.1899 -2.1930 -2.8673
*
```

Atomic partial charges in e from the Mulliken method, atoms 1 to 6: -0.73, -0.08, -0.96, 0.20, 0.35, 0.41

***

# C5H10O

An isolated molecule of C5H10O at a distorted geometry (ωB97M-V with the def2-TZVPD basis set, the Open Molecules 2025 dataset).

As for the SMILES: C[C@H]1C[C@H]1CO. The maximum force comes out at 1.09 eV Å⁻¹. The value obtained for the electronic energy is -271.6981 a.u.

The geometry in ORCA input format:
```
! RIJCOSX wB97M-V def2-TZVPD def2/J DEFGRID3
* xyz 0 1
C 0.7609 -1.6638 -0.0485
C -0.5794 -0.9780 0.1010
C -0.9174 -0.0008 1.2070
C -0.8509 0.4972 -0.2304
C 0.1878 1.6369 -0.4627
O 1.1046 1.5525 -1.5370
H 0.9786 -1.9396 -1.0923
H 1.5419 -1.0105 0.3404
H 0.8186 -2.5903 0.5375
H -1.3795 -1.6883 -0.1767
H -1.8709 -0.0994 1.7070
H -0.1595 0.3941 1.9223
H -1.7936 0.6324 -0.7799
H -0.3316 2.5890 -0.6430
H 0.7495 1.8025 0.4673
H 1.7408 0.8661 -1.3120
*
```

Atomic partial charges in e from the Mulliken method, atoms 1 to 6: -1.40, 0.32, -0.80, 0.17, -0.80, -0.52

***

Sequential orbital gap output: 9.3; 11.3; 10.2; 11.2 eV
Sequential energy above the lowest of the compared OMol25 structures with the same formula, charge and spin output: 369.4; 126.7; 305.6; 143.1 kJ/mol